# 1
Formula: C6H12O
Source: the Open Molecules 2025 dataset
Level of theory: the ωB97M-V functional and the def2-TZVPD basis

```
19
C6H12O (the ωB97M-V functional and the def2-TZVPD basis)
C -0.48 0.22 -2.33
C 0.36 0.44 -1.31
C 1.85 0.43 -1.41
C -0.19 0.86 -0.01
C -1.09 0.14 0.67
C -1.55 0.38 2.03
H -0.11 -0.07 -3.30
H -1.54 0.01 -2.25
H 2.20 1.43 -1.11
H 2.37 -0.15 -0.63
H 2.29 0.06 -2.33
H 0.20 1.78 0.44
H -1.32 -0.73 0.06
H -2.58 0.08 2.24
H -1.35 1.38 2.41
H -0.90 -0.21 2.72
O 0.97 -2.07 1.27
H 0.61 -2.10 2.16
H 0.27 -1.89 0.66
```

Output
- energy relative to the best compared isomer or geometry (same formula, charge and spin) (kcal/mol) = 42.9

Atomic partial charges in e from the Mulliken method, atoms 1 to 6:
1 C -0.935
2 C 0.457
3 C -1.183
4 C 0.121
5 C -0.438
6 C -1.234

# 2
Formula: C27H40O4
Source: the Open Molecules 2025 dataset
Level of theory: the ωB97M-V functional and the def2-TZVPD basis

```
71
C27H40O4 (the ωB97M-V functional and the def2-TZVPD basis)
C 2.65 5.62 -0.23
C 2.66 4.09 -0.21
C 2.99 3.52 1.17
C 1.92 3.81 2.22
C 2.16 3.04 3.51
C 2.07 1.55 3.33
O 2.82 0.74 3.83
O 1.04 1.20 2.55
C 0.84 -0.20 2.37
C 0.68 -0.79 3.79
C 1.21 -2.17 4.05
O 0.15 -0.14 4.64
C 1.96 -0.84 1.53
C 1.29 -1.82 0.56
C -0.22 -1.78 0.87
C -1.15 -2.08 -0.32
C -0.79 -3.42 -0.95
C -1.78 -3.75 -2.06
C -1.79 -2.67 -3.10
C -1.66 -2.98 -4.39
C -1.79 -2.02 -5.49
O -1.60 -2.33 -6.65
C -2.24 -0.64 -5.07
C -1.65 -0.27 -3.72
C -2.02 -1.26 -2.60
C -3.52 -1.13 -2.27
C -1.12 -0.96 -1.37
C -1.47 0.36 -0.69
C -0.49 0.68 0.43
C -0.45 -0.40 1.51
C -1.72 -0.35 2.36
H 3.60 6.01 0.13
H 2.50 5.97 -1.25
H 1.86 6.01 0.39
H 3.41 3.73 -0.92
H 1.69 3.72 -0.53
H 3.10 2.43 1.08
H 3.95 3.91 1.51
H 0.94 3.54 1.82
H 1.91 4.88 2.44
H 3.14 3.27 3.93
H 1.41 3.31 4.25
H 0.69 -2.59 4.91
H 2.26 -2.07 4.32
H 1.13 -2.83 3.19
H 2.71 -1.31 2.15
H 2.46 -0.04 0.98
H 1.48 -1.53 -0.47
H 1.68 -2.83 0.69
H -0.43 -2.54 1.63
H -2.16 -2.15 0.09
H 0.22 -3.38 -1.36
H -0.81 -4.21 -0.19
H -1.53 -4.71 -2.52
H -2.78 -3.84 -1.63
H -1.48 -4.00 -4.70
H -1.95 0.08 -5.84
H -3.33 -0.65 -5.03
H -1.99 0.73 -3.45
H -0.56 -0.24 -3.82
H -3.76 -1.65 -1.34
H -3.80 -0.09 -2.17
H -4.12 -1.58 -3.06
H -0.10 -0.89 -1.75
H -2.49 0.31 -0.30
H -1.44 1.18 -1.42
H 0.50 0.81 0.00
H -0.77 1.63 0.89
H -1.78 -1.21 3.03
H -2.61 -0.34 1.74
H -1.72 0.55 2.98
```

Output
- energy relative to the best compared isomer or geometry (same formula, charge and spin) (kcal/mol) = 0.0

Atomic partial charges in e from the Mulliken method, atoms 1 to 6:
1 C -1.331
2 C -0.393
3 C -0.086
4 C -0.450
5 C -1.045
6 C 0.694

The calculation returns the following LUMO energy values, one per record and in order: 0.90; 0.51 eV.